1.
Formula: C37H91O30P5
Source: OMol25
Level of theory: wB97M-V/def2-TZVPD

Last column: Löwdin charge in e.
Element x y z (Å)
C 13.24760 18.89873 13.82884  -0.03
C 13.27257 19.67616 14.96147  -0.04
C 14.45751 20.35825 15.26229  -0.33
C 15.59016 20.33614 14.44243  -0.01
C 15.55995 19.57000 13.29875  -0.02
C 14.40473 18.83274 13.00503  -0.35
O 14.40553 18.13468 11.86406  0.03
O 14.36843 21.21118 16.31654  0.03
H 12.33474 18.49506 13.41637  0.12
H 12.31011 19.88478 15.40481  0.11
H 16.49749 20.78905 14.81394  0.11
H 16.40421 19.63326 12.62821  0.10
H 15.20703 17.99598 11.35420  0.04
H 13.50565 21.14300 16.73196  0.09
C 19.19451 19.60848 7.57853  -0.09
O 18.15251 19.68484 8.57619  -0.21
P 17.89671 18.46326 9.61042  0.52
O 16.63488 18.49193 10.39954  -0.23
O 18.00695 17.14520 8.71139  -0.24
C 16.96204 16.89357 7.76395  -0.09
O 19.32394 18.39280 10.45316  -0.22
C 19.43521 18.01864 11.79967  -0.10
H 19.82285 18.75256 7.82490  0.07
H 19.80848 20.48818 7.38546  0.08
H 18.74225 19.32677 6.62764  0.07
H 16.02238 17.43869 7.85324  0.07
H 16.73975 15.83036 7.85494  0.09
H 17.25318 17.02037 6.72123  0.09
H 18.47033 18.18914 12.27720  0.09
H 20.30378 18.55176 12.18630  0.08
H 19.69462 16.96391 11.89106  0.07
C 16.13074 15.06282 10.92466  -0.14
O 15.75192 15.30639 12.21130  -0.21
P 15.78797 14.20105 13.36123  0.59
O 16.64788 12.94647 13.15903  -0.27
O 15.96509 15.14530 14.72703  -0.23
C 15.07591 16.25114 14.94620  -0.10
O 14.20409 13.68019 13.51757  -0.24
C 13.82029 12.33909 13.13430  -0.11
H 15.44307 15.71808 10.39001  0.09
H 15.98238 14.07609 10.48596  0.10
H 17.17769 15.28687 10.72022  0.08
H 14.12730 16.16622 14.41608  0.08
H 15.46929 17.21240 14.61553  0.07
H 14.70931 16.22133 15.97227  0.10
H 13.17534 12.33881 12.25558  0.08
H 13.37653 11.79217 13.96620  0.08
H 14.61191 11.66320 12.81088  0.07
C 14.88064 21.10036 8.97686  -0.06
O 14.26299 20.95566 7.69681  -0.24
P 12.76590 20.43211 7.49758  0.53
O 12.20499 20.32038 6.04452  -0.29
O 12.84527 19.03315 8.30865  -0.24
C 13.11600 17.85634 7.62771  -0.14
O 11.88219 21.37794 8.52537  -0.23
C 10.88226 20.83124 9.38599  -0.11
H 14.15436 21.07255 9.78917  0.09
H 15.40461 22.05614 8.98415  0.10
H 15.56537 20.25341 9.02071  0.06
H 13.76319 17.85417 6.75065  0.09
H 12.12092 17.51386 7.34375  0.10
H 13.59604 17.15645 8.31168  0.08
H 9.92640 21.35453 9.36153  0.09
H 11.33156 20.71893 10.37271  0.09
H 10.52112 19.85321 9.06799  0.08
C 21.32342 21.27989 10.41704  -0.10
O 20.88012 21.04535 11.73714  -0.25
P 19.61928 21.85431 12.46834  0.56
O 18.41798 22.06001 11.59236  -0.25
O 20.28958 23.23982 13.15307  -0.24
C 19.69014 24.49296 13.00100  -0.14
O 19.23144 20.88611 13.72166  -0.23
C 20.24392 20.53499 14.72007  -0.08
H 21.22195 20.46430 9.70106  0.07
H 22.31114 21.73546 10.48752  0.09
H 20.71215 22.09345 10.02644  0.08
H 18.60045 24.50436 12.97771  0.09
H 20.07896 24.98567 12.10985  0.08
H 20.06301 25.15653 13.78123  0.09
H 19.92327 20.58711 15.76054  0.09
H 21.19996 21.04141 14.58732  0.09
H 20.44069 19.46290 14.72166  0.06
C 19.81921 16.16849 14.91795  -0.10
O 20.70904 15.92729 13.84258  -0.24
P 22.28536 15.93488 14.20434  0.46
O 22.64480 15.22608 15.45292  -0.23
O 22.62616 17.51323 14.30887  -0.23
C 23.85998 18.08039 14.59684  -0.12
O 23.04370 15.38557 12.87128  -0.21
C 22.95473 14.03916 12.47965  -0.12
H 20.30709 16.70298 15.73306  0.09
H 19.37013 15.26400 15.32822  0.10
H 18.99323 16.77625 14.54853  0.08
H 23.97644 18.93429 13.92946  0.08
H 24.72968 17.43727 14.46225  0.10
H 23.73976 18.58207 15.55702  0.09
H 22.29559 13.44021 13.10806  0.09
H 23.94906 13.60808 12.36317  0.09
H 22.62521 13.88282 11.45248  0.06
C 21.87317 23.98981 7.21291  -0.05
O 21.79127 22.51291 7.14983  -0.20
C 22.51465 22.07531 6.01826  -0.23
C 22.43344 20.59076 5.70533  -0.19
O 21.15754 20.17895 5.27343  -0.19
C 21.00686 18.73348 5.13712  -0.08
H 21.50879 24.33488 8.18051  0.08
H 21.25207 24.34584 6.39097  0.08
H 22.90115 24.32433 7.07351  0.08
H 23.55120 22.30148 6.26827  0.12
H 22.33357 22.66157 5.11736  0.11
H 22.72095 20.02999 6.59470  0.12
H 23.10033 20.41705 4.86082  0.13
H 19.99192 18.45793 4.85065  0.09
H 21.38074 18.13735 5.96956  0.06
H 21.63875 18.31261 4.35502  0.08
C 23.67285 18.00503 9.24697  -0.10
O 24.00936 17.09237 8.22726  -0.17
C 22.82526 16.35960 7.84676  -0.20
C 23.07643 15.62426 6.61500  -0.24
O 23.52292 16.48151 5.58927  -0.20
C 24.31308 15.83466 4.61902  -0.10
H 24.51126 18.65418 9.49950  0.10
H 23.38737 17.29299 10.02131  0.08
H 22.75605 18.53882 8.99671  0.07
H 21.93714 16.98223 7.73871  0.11
H 22.71354 15.54147 8.55830  0.12
H 22.15342 15.15816 6.27018  0.13
H 23.74580 14.76645 6.67982  0.13
H 25.14252 15.30103 5.08310  0.09
H 24.75440 16.64786 4.04279  0.09
H 23.67307 15.15856 4.05212  0.09
C 17.08385 21.64326 5.01068  -0.10
O 17.05123 22.42153 3.82337  -0.16
C 17.37976 23.77501 3.92291  -0.18
C 18.93145 24.04250 3.83521  -0.21
O 19.44165 24.15474 2.53931  -0.17
C 20.85059 24.32561 2.50752  -0.10
H 16.67138 20.64050 4.89915  0.09
H 16.45531 21.92704 5.85478  0.08
H 18.09674 21.58138 5.40857  0.07
H 16.90718 24.32762 4.73493  0.12
H 16.95103 24.22922 3.02961  0.12
H 19.43237 23.27162 4.42083  0.10
H 19.19868 24.95488 4.36836  0.11
H 21.13711 25.36788 2.64781  0.09
H 21.16656 24.03054 1.50692  0.09
H 21.39532 23.69197 3.20742  0.07
C 20.86474 9.67331 10.10715  -0.10
O 20.01387 10.84309 10.15834  -0.17
C 20.46864 11.92081 10.97370  -0.20
C 19.46325 13.07008 11.29526  -0.16
O 18.88599 13.54963 10.08791  -0.21
C 19.72365 14.37276 9.30835  -0.10
H 21.80249 9.64776 9.55212  0.08
H 20.27842 8.92324 9.57638  0.08
H 20.97789 9.20957 11.08707  0.08
H 21.40924 12.29336 10.56800  0.09
H 20.70224 11.49780 11.95073  0.12
H 19.83388 13.90283 11.89297  0.11
H 18.65988 12.77836 11.97172  0.10
H 19.98631 15.18550 9.98553  0.08
H 19.10095 14.70341 8.47708  0.08
H 20.62507 13.88223 8.94103  0.08

## Properties
- Electronic energy: -5428.4440 hartree
- Orbital gap: 7.8 eV
- E_HOMO: -7.40 eV
- Structure (SMILES): COP(=O)(OC)OC.COP(=O)(OC)OC.COP(=O)(OC)OC.COP(=O)(OC)OC.COP(=O)(OC)OC.Oc1ccc(O)cc1.COCCOC.COCCOC.COCCOC.COCCOC
- LUMO level: 0.360 eV

2.
Formula: C2H8NOS2
Source: OMol25
Level of theory: wB97M-V/def2-TZVPD

Last column: Löwdin charge in e.
Element x y z (Å)
C -1.41599 -0.81659 0.80224  -0.40
C 0.41825 0.08729 0.67567  -0.51
N 0.21370 0.84035 -0.61144  0.08
O 2.39658 -0.29598 -0.88215  -0.44
S -2.29303 -0.77057 -0.73912  0.81
S 1.90018 -0.84034 0.64471  0.97
H -1.30060 -1.79154 1.23727  0.05
H -1.83098 -0.02658 1.34018  0.01
H 0.47143 0.77706 1.55312  0.10
H 0.10577 1.90776 -0.46951  0.22
H 1.13480 0.76070 -1.00863  0.07
H -0.48255 0.27918 -1.16562  0.05
H 3.31206 -0.64674 -0.85814  0.08
H -2.62961 0.53599 -0.51858  -0.07

## Properties
- Electronic energy: -1007.0060 hartree
- Net charge: +1
- Orbital gap: 8.7 eV
- E_HOMO: -12.70 eV
- ΔE to the lowest compared entry with this formula, charge and spin: 3.234 eV
- LUMO level: -4.016 eV

3.
Formula: C4H3NO2S
Source: OMol25
Level of theory: wB97M-V/def2-TZVPD

Last column: Löwdin charge in e.
Element x y z (Å)
C 1.07117 -1.17712 0.13766  -0.21
C 1.42721 0.31895 -0.08025  0.06
C 0.28993 1.18809 0.02760  -0.09
C -1.38786 -0.58759 0.03484  -0.91
H 2.42141 0.48984 -0.07212  0.06
H 0.46049 2.22474 -0.32618  0.14
H -1.79969 1.40446 0.21108  0.20
N -0.93363 0.73753 0.05793  0.02
O 1.87031 -2.15908 -0.11693  0.05
O -0.42774 -1.40858 0.19561  0.02
S -2.99162 -1.03125 -0.06925  0.67

## Properties
- Electronic energy: -757.5795 hartree
- Orbital gap: 8.5 eV
- E_HOMO: -9.12 eV
- Structure (SMILES): O=c1cc[nH]c(=S)o1
- ΔE to the lowest compared entry with this formula, charge and spin: 2.266 eV
- LUMO level: -0.583 eV